112
Properties=species:S:1:pos:R:3:forces:R:3 method="wB97M-V/def2-TZVPD" e_above_lowest_ev=0.000 homo_lumo_gap_ev=10.76 smiles="COC(=O)OC.COC(=O)OC.COC(=O)OC.COC(=O)OC.COC(=O)OC.COC(=O)OC.O=C1OCCO1.O=C1OCCO1.O=C1OCCO1.O=C1OCCO1" e_lumo_ev=0.3 homo_ev=-10.41 e_tot_ha=-3431.5748
O -3.4459 0.6439 -3.0691 -0.205 -0.398 -0.253
O -3.5844 2.2301 -4.4800 0.765 0.032 0.067
O 4.8220 0.5028 1.8763 0.220 -0.596 -0.051
O -1.0007 -3.8006 -5.3203 0.126 0.334 -0.102
O 1.8168 -6.1641 -5.2720 -0.735 0.184 -0.347
O -2.2598 -5.1840 -4.1536 -0.434 -0.911 0.418
O -0.1755 3.2879 5.1348 0.106 -0.235 0.219
O 4.5211 5.4095 3.2128 -0.137 0.063 -0.403
O -1.8537 -3.1644 -3.3346 0.037 0.250 -0.250
O -1.4858 -4.6187 2.2671 -0.114 -0.132 0.129
O -1.0258 -0.3530 -0.0812 -0.437 -0.337 0.540
O -0.8950 -4.9156 0.1221 -0.099 0.235 -0.941
O -0.0240 5.3195 4.2435 1.044 1.231 -0.366
O 2.8205 5.4620 1.9125 0.187 0.819 0.300
O -3.9959 2.8852 2.6088 0.091 -0.091 -0.170
O 3.5160 3.4556 2.5979 0.355 -0.328 0.342
O 6.3685 1.4928 3.0994 -0.144 -0.419 0.676
O 1.7335 4.4738 5.1752 0.272 1.344 -0.089
O 0.8669 2.5685 -0.7577 0.733 -0.160 0.237
O 0.6370 -4.4008 1.5204 0.105 -0.471 -0.177
O 1.8976 0.8935 -1.8260 0.423 -0.637 0.011
O -0.6662 1.0435 1.4864 -0.773 0.613 -0.109
O 1.3836 -5.0451 -3.5093 -0.916 0.250 0.209
O -3.1133 4.3072 1.1391 0.109 -0.061 -0.435
O 0.7566 -0.7232 1.2072 -0.293 0.761 0.439
O 3.4281 -4.8182 -4.4428 0.152 0.314 -0.047
O -0.3409 1.1317 -1.9768 0.314 0.869 -0.294
O -3.4212 2.1410 0.5928 -0.210 0.057 0.093
O 4.6356 0.3910 4.0814 0.049 -0.346 0.467
O -5.5015 1.4229 -3.5704 -0.274 0.108 -0.143
C 2.3174 -5.2630 -4.4096 0.461 -0.662 -0.293
C 3.6294 4.6537 2.5810 -0.596 -0.302 -0.301
C 1.6826 -4.1161 -2.4699 0.850 0.367 0.495
C -2.2559 -5.0809 -0.2872 -0.298 -0.675 -0.005
C -1.3684 5.2968 3.7966 -0.458 -0.295 0.337
C -3.9859 -0.3261 -2.1653 0.272 0.264 0.335
C -0.6736 -1.4239 -0.9742 -0.222 -0.231 0.411
C 0.9028 1.4597 -1.5351 -0.544 0.539 -0.497
C 1.1237 -4.0970 2.8238 -0.256 1.019 0.199
C 0.0010 1.7248 2.5340 0.624 0.501 0.175
C 2.4134 3.5379 5.9664 0.550 -1.352 0.772
C 2.6111 -6.5550 -6.3946 -0.233 -0.371 0.235
C -0.6645 -4.6661 1.3890 0.127 0.695 0.816
C -0.2113 -0.0511 0.9187 1.056 -1.605 -0.329
C -4.0253 1.4731 2.7127 -0.132 -0.913 0.057
C 5.3825 0.8188 3.0351 0.298 1.344 -0.215
C 1.6643 4.9359 1.2607 0.537 1.119 -0.168
C -3.9496 0.9880 1.2717 0.006 0.105 -0.400
C -4.1563 3.3297 -5.1604 -1.412 -0.091 -0.110
C 5.6902 4.8088 3.7022 1.839 -0.132 1.153
C -1.2753 2.0125 -1.3607 -0.614 0.858 1.442
C -4.3103 1.4307 -3.7098 0.026 0.083 0.358
C -1.7185 -3.9560 -4.2186 0.066 -0.215 1.014
C -3.4753 3.2022 1.4028 -0.098 0.619 0.448
C -1.1088 -4.9625 -6.1168 0.333 -0.996 -0.644
C 3.6827 -0.3012 2.1025 -0.677 -0.390 -0.520
C 0.4662 4.2819 4.8821 -0.908 -1.121 0.148
C -0.3983 3.1555 -0.8494 -1.361 0.544 -0.904
C 3.5880 -0.4768 3.6261 0.059 0.384 -0.822
C -1.9367 -5.9765 -5.2894 -0.030 1.445 -1.290
H 0.7948 2.3853 2.1737 0.252 -0.731 -0.347
H 1.9459 3.2791 6.9207 -0.626 0.260 -0.289
H 6.2289 5.5769 4.2631 -0.402 0.198 0.008
H 2.5721 -4.4548 -1.9366 -0.099 -0.048 0.086
H 1.0160 -3.0218 2.9934 0.008 0.045 -0.146
H -0.4456 3.9428 -1.6123 0.657 0.081 0.077
H -4.9089 0.7478 0.8093 -0.048 0.068 0.220
H 3.4041 -7.1820 -5.9929 0.438 0.275 -0.484
H 1.3535 4.0177 1.7442 -0.081 0.060 -0.398
H -5.1562 3.0831 -5.5300 0.202 -0.265 -0.239
H -0.5023 -2.3471 -0.4229 0.078 0.042 0.081
H -4.3560 4.1796 -4.5050 0.609 0.013 0.139
H -2.9655 -4.3350 0.0671 0.475 0.358 0.240
H 3.8140 -1.2592 1.5979 -0.071 0.103 -0.105
H 2.5603 2.6048 5.4191 0.087 0.106 -0.067
H -4.9472 1.1474 3.1902 0.112 0.138 0.178
H -0.7374 3.6260 0.0728 0.167 -0.410 0.230
H -2.6066 -6.0402 0.0934 -0.052 -0.063 -0.181
H -3.4871 3.5527 -5.9830 0.012 0.203 0.091
H -2.0478 2.4309 -1.9970 0.214 -0.513 -0.601
H 6.4389 4.4964 2.9709 -0.669 -0.143 -0.584
H 0.5516 -4.5651 3.6216 0.170 -0.476 -0.183
H -3.2605 0.1609 1.1153 0.020 0.029 0.072
H 3.3781 3.9424 6.2675 -0.003 0.281 -0.563
H -3.1487 1.1253 3.2632 -0.127 0.114 0.184
H 1.9704 -7.1672 -7.0293 -0.129 -0.100 0.263
H -1.5096 4.5512 3.0169 -0.051 0.019 0.060
H -2.8340 -6.1733 -5.8757 -0.198 -0.380 0.469
H 1.9131 -3.1164 -2.8396 -0.158 -0.095 -0.326
H -2.2351 -5.0623 -1.3725 0.012 -0.085 0.019
H -1.5923 6.2829 3.3999 0.187 -0.018 -0.025
H 3.7552 -1.5055 3.9441 0.252 0.092 0.104
H -2.0214 5.0968 4.6475 -0.091 -0.124 -0.179
H -1.7586 1.5351 -0.5058 0.286 -0.035 -0.827
H 0.4037 1.0291 3.2662 -0.178 0.109 0.147
H 5.5760 3.9798 4.4019 -0.645 -0.105 -0.271
H -0.7034 2.4463 2.9398 -0.336 -0.586 0.357
H 0.8410 -4.0613 -1.7868 -0.140 -0.273 -0.181
H 2.6048 -0.1634 3.9743 0.204 0.249 0.315
H 2.8409 0.2298 1.6672 -0.105 -0.216 0.115
H 0.1992 -1.1569 -1.5657 -0.123 -0.046 -0.006
H 2.1861 -4.3155 2.8172 -0.062 -0.350 0.117
H -1.3841 -6.8901 -5.0922 -0.065 0.106 0.576
H 0.9486 5.7551 1.3293 -0.338 -0.320 0.336
H -1.6026 -4.6925 -7.0497 0.093 -0.027 -0.002
H -4.6733 -1.0465 -2.6032 0.107 0.139 -0.409
H -4.5040 0.1747 -1.3469 0.030 0.043 -0.049
H 2.9125 -5.7168 -7.0192 0.446 0.135 0.418
H -3.0871 -0.8190 -1.8034 -0.479 -0.070 0.087
H 1.9111 4.8916 0.2007 -0.085 -0.820 0.024
H -1.5754 -1.5219 -1.5682 0.577 -0.257 -0.300
H -0.1256 -5.3909 -6.2992 0.084 0.412 -0.120